--- one ---
Molecular formula: H32O16
Method: DFT, the ωB97M-V functional and the def2-TZVPD basis

## Properties
- LUMO (eV) = -0.2105

The geometry in ORCA input format:
```
! RIJCOSX wB97M-V def2-TZVPD def2/J DEFGRID3
* xyz 0 1
O 2.286 -2.026 3.555
H 2.713 -2.829 3.262
H 2.886 -1.633 4.194
O -4.568 -2.950 -1.906
H -4.559 -2.382 -1.133
H -3.740 -2.745 -2.345
O 0.572 -1.371 -3.952
H -0.192 -1.802 -3.548
H 0.980 -2.096 -4.433
O -0.203 3.468 2.002
H -0.901 3.984 2.418
H 0.602 3.709 2.469
O 0.024 -4.002 -2.851
H 0.769 -3.892 -2.267
H -0.565 -4.732 -2.664
O -3.626 -3.683 1.476
H -3.137 -3.155 2.101
H -4.407 -3.214 1.192
O -0.206 -0.463 3.365
H -0.130 -1.267 3.850
H -0.997 -0.264 2.890
O -1.851 0.523 -3.395
H -0.877 0.502 -3.354
H -1.824 0.333 -4.346
O 2.141 5.284 -0.620
H 1.334 5.561 -1.046
H 2.974 5.073 -0.998
O -3.886 -0.250 1.444
H -3.835 0.244 2.258
H -3.861 0.227 0.599
O -0.516 6.043 0.644
H 0.421 6.176 0.789
H -0.796 5.158 0.714
O 2.185 0.583 -0.539
H 1.704 -0.245 -0.452
H 2.721 0.613 0.274
O -3.338 0.404 -1.109
H -2.644 0.682 -1.733
H -4.100 0.437 -1.692
O 3.301 -1.073 1.262
H 3.606 -1.445 0.401
H 4.232 -0.969 1.514
O 3.728 2.168 2.296
H 3.209 1.367 2.216
H 4.154 2.513 1.522
O 2.954 -2.130 -1.147
H 2.588 -2.970 -1.417
H 2.674 -1.463 -1.757
*
```

Atom charges from the Mulliken analysis, given in e for atoms 1 to 5: O -0.5704; H 0.2825; H 0.2870; O -0.6068; H 0.3088

***

--- two ---
Molecular formula: H32O16
Method: DFT, the ωB97M-V functional and the def2-TZVPD basis

## Properties
- LUMO (eV) = -0.6832

The geometry in ORCA input format:
```
! RIJCOSX wB97M-V def2-TZVPD def2/J DEFGRID3
* xyz 0 1
O -1.928 -2.293 0.400
H -2.276 -2.144 -0.459
H -1.835 -3.261 0.423
O 3.080 0.144 -3.136
H 2.529 0.694 -3.678
H 2.671 0.037 -2.278
O 0.469 -3.001 -1.127
H -0.022 -2.946 -0.341
H 0.029 -3.805 -1.464
O -1.339 2.272 1.955
H -0.979 1.796 1.219
H -1.883 2.914 1.555
O -0.101 2.114 -2.130
H 0.503 2.268 -2.829
H -0.145 1.160 -1.884
O -3.073 -0.547 2.243
H -2.879 -1.277 1.672
H -2.793 0.194 1.636
O 0.630 -2.343 1.810
H 0.392 -2.740 2.646
H -0.079 -1.743 1.768
O 2.511 -0.025 -0.331
H 2.558 -0.949 -0.136
H 3.458 0.256 -0.295
O 1.400 2.896 0.122
H 0.847 3.511 0.663
H 1.004 2.781 -0.721
O -2.886 -1.309 -2.024
H -3.574 -1.087 -2.678
H -2.067 -0.882 -2.348
O -0.292 -0.616 -2.067
H 0.120 -0.764 -2.931
H 0.037 -1.432 -1.711
O -0.058 0.255 0.454
H 0.791 0.505 -0.005
H -0.603 -0.359 -0.058
O -2.917 0.673 -0.194
H -2.652 1.269 -0.833
H -3.358 -0.082 -0.626
O -0.697 -0.017 3.666
H -1.455 -0.236 3.136
H 0.019 0.402 3.195
O 2.061 0.628 2.620
H 1.960 -0.063 3.282
H 1.553 0.409 1.839
O 4.029 2.252 0.312
H 3.067 2.334 0.315
H 4.167 2.175 -0.656
*
```

Atom charges from the Mulliken analysis, given in e for atoms 1 to 5: O -0.5593; H 0.2972; H 0.3129; O -0.6389; H 0.2934

***

Most stable structure: two

***

--- one ---
Molecular formula: C8H18O
Method: DFT, the ωB97M-V functional and the def2-TZVPD basis

## Properties
- LUMO (eV) = 0.9245
- SMILES = CCC(C)C.C=CCO

The geometry in ORCA input format:
```
! RIJCOSX wB97M-V def2-TZVPD def2/J DEFGRID3
* xyz 0 1
C -1.727 0.529 -0.297
C -1.009 -0.808 -0.359
C -0.899 1.699 -0.832
C -2.165 0.820 1.141
C -0.471 -1.282 -1.673
H -2.633 0.452 -0.918
H 0.083 -0.808 0.403
H -1.591 -1.580 0.142
H -0.012 1.846 -0.218
H -1.485 2.616 -0.811
H -0.589 1.536 -1.862
H -2.734 1.749 1.191
H -2.796 0.019 1.526
H -1.294 0.916 1.790
H -1.039 -0.921 -2.529
H -0.412 -2.368 -1.719
H 0.573 -0.929 -1.777
C 2.560 -0.559 -0.282
C 1.496 -0.917 1.116
C 1.512 -0.112 2.177
O 2.467 0.755 -0.714
H 1.616 0.880 -1.141
H 3.529 -0.690 0.196
H 2.453 -1.304 -1.077
H 1.500 -1.992 1.269
H 1.633 0.957 2.078
H 1.435 -0.501 3.183
*
```

Atom charges from the Mulliken analysis, given in e for atoms 1 to 5: C 0.7572; C 0.2100; C -1.4767; C -1.4931; C -1.2120

***

--- two ---
Molecular formula: C8H18O
Method: DFT, the ωB97M-V functional and the def2-TZVPD basis

## Properties
- LUMO (eV) = 0.8208

The geometry in ORCA input format:
```
! RIJCOSX wB97M-V def2-TZVPD def2/J DEFGRID3
* xyz 0 1
C -1.086 -0.286 0.027
C -1.832 -1.601 0.237
C -1.324 0.195 -1.402
C -1.542 0.742 1.057
H 0.654 0.586 0.122
H -0.880 1.177 -1.581
H -1.346 0.403 2.077
H -1.424 -2.393 -0.396
H -1.791 -1.936 1.276
H -2.893 -1.490 -0.013
H -2.396 0.273 -1.618
H -0.920 -0.519 -2.124
H -1.040 1.704 0.912
H -2.614 0.946 0.954
C 1.899 1.136 -0.013
C 1.006 -1.319 1.545
C 1.966 1.538 -1.469
C 0.687 -0.878 0.138
O 1.086 -1.452 -0.866
H 2.795 0.592 0.286
H 1.766 1.982 0.666
H 2.040 -1.668 1.579
H 0.873 -0.502 2.253
H 0.366 -2.151 1.841
H 1.178 2.258 -1.698
H 1.857 0.640 -2.083
H 2.917 2.023 -1.707
*
```

Atom charges from the Mulliken analysis, given in e for atoms 1 to 5: C 1.3677; C -1.8692; C -1.5524; C -1.5419; H -0.0738

***

Most stable structure: two

***

--- one ---
Molecular formula: C6H10FN
Method: DFT, the ωB97M-V functional and the def2-TZVPD basis

## Properties
- LUMO (eV) = 0.9661

The geometry in ORCA input format:
```
! RIJCOSX wB97M-V def2-TZVPD def2/J DEFGRID3
* xyz 0 1
C 0.509 -2.169 0.343
C -0.470 -1.026 0.097
C -1.769 -1.222 -0.167
C 0.069 0.355 0.251
C -0.595 1.672 -0.145
C 0.868 2.106 -0.370
H 1.298 -2.073 -0.393
H 0.056 -3.168 0.211
H 0.988 -2.085 1.283
H -2.564 -0.530 -0.355
H 0.387 0.470 1.270
H -1.194 2.232 0.601
H -1.161 1.523 -1.024
H 1.266 2.452 0.575
H 1.143 2.831 -1.151
H 2.161 0.441 -0.203
N 1.258 0.677 -0.604
F -2.249 -2.486 -0.219
*
```

Atom charges from the Mulliken analysis, given in e for atoms 1 to 5: C -1.3135; C -0.0189; C -0.1730; C 0.4665; C -0.8347

***

--- two ---
Molecular formula: C6H10FN
Method: DFT, the ωB97M-V functional and the def2-TZVPD basis

## Properties
- LUMO (eV) = 0.7811
- SMILES = CC1=C(C)N(F)CC1

The geometry in ORCA input format:
```
! RIJCOSX wB97M-V def2-TZVPD def2/J DEFGRID3
* xyz 0 1
C 0.303 -0.278 -0.563
C -0.295 -0.183 0.701
C 0.821 1.106 -0.860
C 0.197 1.987 0.203
C 0.271 -1.446 -1.493
C -1.122 -1.353 1.272
N -0.258 1.116 1.278
F 0.890 1.075 2.359
H 1.855 1.024 -0.637
H 0.502 1.493 -1.778
H 0.805 2.816 0.631
H -0.725 2.599 -0.147
H 0.362 -2.254 -0.861
H 0.978 -1.434 -2.303
H -0.622 -1.470 -2.077
H -0.989 -1.292 2.406
H -0.750 -2.348 0.958
H -2.223 -1.157 0.914
*
```

Atom charges from the Mulliken analysis, given in e for atoms 1 to 5: C 0.6936; C 0.2300; C -0.6066; C -0.4344; C -1.5078

***

Most stable structure: one

***

--- one ---
Molecular formula: C4H12N3O
Method: DFT, the ωB97M-V functional and the def2-TZVPD basis

## Properties
- LUMO (eV) = 4.0829
- SMILES = NCNCCNC[O-]

The geometry in ORCA input format:
```
! RIJCOSX wB97M-V def2-TZVPD def2/J DEFGRID3
* xyz -1 1
C 1.383 0.112 -0.162
N 0.805 -1.007 0.622
C 0.345 -2.216 -0.302
O 1.217 -2.379 -1.278
C 0.204 0.667 -1.053
N -0.706 1.697 -0.668
C -1.631 1.278 0.344
N -1.002 0.769 1.642
H 2.218 0.002 -0.902
H 1.645 0.906 0.566
H 1.631 -1.330 1.239
H -0.786 -1.996 -0.578
H 0.325 -3.180 0.420
H -0.516 -0.247 -1.287
H 0.687 1.002 -1.995
H -0.234 2.596 -0.350
H -2.303 0.440 -0.171
H -2.338 2.020 0.661
H -0.809 -0.249 1.507
H -0.136 1.114 1.745
*
```

Atom charges from the Mulliken analysis, given in e for atoms 1 to 5: C -0.8374; N -0.3440; C -0.4380; O -0.8277; C -0.5010

***

--- two ---
Molecular formula: C4H12N3O
Method: DFT, the ωB97M-V functional and the def2-TZVPD basis

## Properties
- LUMO (eV) = 4.0388

The geometry in ORCA input format:
```
! RIJCOSX wB97M-V def2-TZVPD def2/J DEFGRID3
* xyz -1 1
C -0.631 0.476 1.241
O -0.332 -0.838 1.523
C -0.247 1.396 2.401
N -0.638 2.800 2.145
H -0.110 0.829 0.335
H -1.722 0.611 1.066
H -0.691 0.975 3.313
H 0.842 1.377 2.492
H -1.647 2.907 2.212
H -0.250 3.400 2.865
C 0.065 -1.122 -2.322
C 1.072 -1.628 -1.582
N 1.261 -1.573 -0.248
N 0.086 -1.299 -3.766
H -0.720 -0.520 -1.873
H 1.830 -2.170 -2.153
H 2.054 -2.125 0.035
H 0.490 -1.240 0.613
H -0.002 -0.403 -4.233
H -0.712 -1.850 -4.063
*
```

Atom charges from the Mulliken analysis, given in e for atoms 1 to 5: C -0.1973; O -0.8145; C -0.5230; N -0.5935; H 0.1883

***

Most stable structure: two